a | ORCA calculation (ωB97M-V/def2-TZVPD) on a 2-piece molecular cluster, C2H3N3O overall.

The geometry in XYZ format:
```
9
Properties=species:S:1:pos:R:3
O -1.85 0.51 1.36
C -1.01 -0.31 0.77
N -0.74 -0.57 -0.40
N 0.13 -0.66 -1.30
C 1.94 0.39 0.23
N 1.29 0.75 1.12
H -2.16 1.21 0.75
H -0.16 -1.40 -1.95
H 2.55 0.08 -0.59
```

Calculated values
Orbital gap (spin up / spin down) = 9.0 / 9.0 eV


b | ORCA calculation (ωB97M-V/def2-TZVPD) on C2H3N3O as an isolated structure.

The geometry in XYZ format:
```
9
Properties=species:S:1:pos:R:3
O -1.59 -1.28 0.40
C -0.35 -0.80 0.40
N 0.05 0.05 1.33
N 0.73 0.94 0.54
C 0.74 0.52 -0.73
N 0.19 -0.66 -0.84
H -1.70 -1.75 -0.44
H 0.97 1.84 0.91
H 0.98 1.14 -1.58
```

Calculated values
Orbital gap = 10.1 eV


Name the most stable of them. b.


a | ORCA calculation (ωB97M-V/def2-TZVPD) on C24H20BrClN3O2STi as an isolated structure.

The geometry in XYZ format:
```
53
Properties=species:S:1:pos:R:3
Ti -1.31 0.32 -0.06
O 2.76 -0.15 3.50
C 1.63 -0.20 4.26
C 1.77 -0.24 5.64
C 0.64 -0.28 6.45
C -0.63 -0.27 5.88
C -0.76 -0.24 4.50
C 0.36 -0.21 3.68
C 0.24 -0.25 2.18
O -1.06 -0.12 1.71
N 1.03 0.80 1.58
N 0.63 0.85 0.18
C 1.71 1.45 -0.48
C 1.99 1.73 -1.73
Br -0.93 0.97 -2.50
C 2.61 1.90 -2.87
C 3.33 0.83 -3.57
C 3.36 -0.48 -3.09
C 4.07 -1.47 -3.75
C 4.75 -1.18 -4.93
C 4.71 0.12 -5.44
C 4.01 1.10 -4.76
H 2.50 0.18 2.61
H 2.76 -0.23 6.07
H 0.75 -0.31 7.53
H -1.51 -0.29 6.51
H -1.73 -0.24 4.03
H 0.65 -1.21 1.81
H 0.74 1.67 2.03
H 2.50 1.74 0.21
H 2.53 2.84 -3.40
H 2.82 -0.71 -2.18
H 4.08 -2.48 -3.36
H 5.29 -1.95 -5.46
H 5.23 0.36 -6.36
H 3.98 2.11 -5.16
Cl -7.21 0.30 -0.97
C -5.59 -0.34 -0.91
C -5.04 -0.70 0.30
C -3.74 -1.20 0.32
C -2.99 -1.37 -0.85
C -1.56 -1.69 -0.74
C -3.60 -1.00 -2.06
C -4.88 -0.50 -2.10
H -5.60 -0.56 1.21
H -3.31 -1.49 1.27
H -1.05 -1.93 -1.67
H -1.32 -2.37 0.07
H -3.03 -1.08 -2.98
H -5.33 -0.21 -3.04
S -4.91 3.41 0.52
C -3.63 2.47 0.27
N -2.70 1.79 0.08
```

Calculated values
Net charge = -1
Orbital gap = 7.8 eV


b | ORCA calculation (ωB97M-V/def2-TZVPD) on C24H20BrClN3O2STi as an isolated structure.

The geometry in XYZ format:
```
53
Properties=species:S:1:pos:R:3
Ti 0.23 -1.51 -0.43
O 3.72 2.60 -0.01
C 4.51 1.49 -0.08
C 5.88 1.66 -0.08
C 6.71 0.56 -0.21
C 6.18 -0.72 -0.34
C 4.80 -0.88 -0.31
C 3.96 0.21 -0.17
C 2.46 0.04 -0.02
O 2.04 -1.28 -0.15
N 1.78 0.87 -0.99
N 0.41 0.41 -1.05
C -0.33 1.34 -1.77
C -1.59 1.33 -2.17
Br -1.97 -1.72 -1.61
C -2.76 1.86 -2.47
C -3.45 2.85 -1.61
C -3.19 2.97 -0.24
C -3.80 3.96 0.51
C -4.69 4.85 -0.09
C -4.97 4.72 -1.44
C -4.37 3.73 -2.19
H 2.81 2.34 -0.24
H 6.29 2.66 0.02
H 7.79 0.70 -0.21
H 6.83 -1.58 -0.47
H 4.35 -1.87 -0.39
H 2.17 0.42 0.97
H 2.20 0.71 -1.90
H 0.26 2.20 -2.10
H -3.29 1.56 -3.37
H -2.52 2.26 0.23
H -3.59 4.04 1.57
H -5.15 5.64 0.49
H -5.67 5.41 -1.92
H -4.59 3.63 -3.25
Cl -3.57 -6.13 2.53
C -2.64 -4.67 2.31
C -1.27 -4.71 2.45
C -0.54 -3.54 2.26
C -1.16 -2.34 1.91
C -0.34 -1.13 1.57
C -2.55 -2.34 1.81
C -3.29 -3.49 2.00
H -0.77 -5.63 2.69
H 0.54 -3.57 2.37
H 0.56 -1.08 2.18
H -0.92 -0.21 1.63
H -3.06 -1.41 1.57
H -4.37 -3.47 1.92
S 2.12 -5.78 -0.33
C 1.24 -4.45 -0.58
N 0.58 -3.49 -0.76
```

Calculated values
Net charge = -1
Orbital gap = 7.7 eV


Name the most stable of them. a.


a | ORCA calculation (ωB97M-V/def2-TZVPD) on a single C4H6S molecule.

The geometry in XYZ format:
```
11
Properties=species:S:1:pos:R:3
C 1.83 -1.22 -0.09
C 0.88 -0.28 -0.01
C 0.16 0.79 0.24
C -1.34 0.95 0.27
S -2.00 -0.74 0.13
H 2.32 -1.66 0.77
H 2.38 -1.43 -1.01
H 0.58 1.82 0.33
H -1.61 1.26 1.30
H -1.72 1.36 -0.59
H -1.49 -0.84 -1.34
```

Calculated values
Orbital gap = 9.6 eV
SMILES = C=C=CCS


b | ORCA calculation (ωB97M-V/def2-TZVPD) on a single C4H6S molecule.

The geometry in XYZ format:
```
11
Properties=species:S:1:pos:R:3
C 1.02 0.56 -0.15
C 0.75 -0.71 0.02
C -0.59 -1.35 -0.07
S -1.80 0.09 -0.05
C -0.33 1.42 -0.08
H 2.02 0.99 0.17
H 1.55 -1.23 -0.09
H -0.68 -1.84 0.81
H -0.64 -1.93 -0.90
H -0.63 1.75 1.09
H -0.66 2.23 -0.75
```

Calculated values
Orbital gap = 9.4 eV
SMILES = C1=CCSC1


Name the most stable of them. b.


a | ORCA calculation (ωB97M-V/def2-TZVPD) on a single C4H6S molecule.

The geometry in XYZ format:
```
11
Properties=species:S:1:pos:R:3
C 1.04 -1.07 -1.81
C 0.19 -0.34 -1.34
C -0.78 0.57 -0.75
S -1.45 -0.03 0.75
C 0.05 0.08 1.67
H 1.72 -1.78 -2.22
H -0.28 1.53 -0.53
H -1.60 0.72 -1.44
H 0.44 1.08 1.65
H -0.19 -0.21 2.73
H 0.86 -0.56 1.30
```

Calculated values
Orbital gap = 9.7 eV
SMILES = C#CCSC


b | ORCA calculation (ωB97M-V/def2-TZVPD) on a single C4H6S molecule.

The geometry in XYZ format:
```
11
Properties=species:S:1:pos:R:3
C 2.25 -0.73 -0.36
C 1.13 -0.64 0.43
C -0.10 0.29 0.58
C 0.32 1.72 -0.16
S -1.53 -0.58 -0.12
H 3.10 -1.56 -0.20
H -0.44 0.78 1.77
H 0.40 1.62 -1.31
H 1.21 2.09 0.27
H -0.47 2.52 -0.24
H -0.99 -0.10 -1.31
```

Calculated values
Orbital gap = 8.8 eV
SMILES = C#C[C@@H](C)S


Name the most stable of them. a.


a | ORCA calculation (ωB97M-V/def2-TZVPD) on a single C4H6S molecule.

The geometry in XYZ format:
```
11
Properties=species:S:1:pos:R:3
S 2.06 0.76 1.48
C 0.19 0.20 0.58
C -0.61 -1.09 0.40
C -1.25 -0.70 -0.77
C -0.30 0.61 -0.85
H 2.85 0.73 0.37
H -0.28 0.70 1.43
H -0.57 -1.88 1.07
H -2.03 -1.34 -1.28
H -0.65 1.59 -0.93
H 0.59 0.41 -1.50
```

Calculated values
Orbital gap = 9.6 eV
SMILES = S[C@@H]1C=CC1


b | ORCA calculation (ωB97M-V/def2-TZVPD) on a single C4H6S molecule.

The geometry in XYZ format:
```
11
Properties=species:S:1:pos:R:3
S -2.73 0.01 0.04
C -1.06 0.07 -0.07
C -0.02 1.10 -0.05
C 1.01 -0.07 0.11
C -0.11 -1.05 -0.08
H 0.00 1.66 -1.00
H -0.02 1.84 0.77
H 1.80 -0.02 -0.64
H 1.48 -0.14 1.12
H -0.27 -1.73 0.81
H -0.08 -1.66 -1.02
```

Calculated values
Orbital gap = 8.3 eV
SMILES = S=C1CCC1


c | ORCA calculation (ωB97M-V/def2-TZVPD) on a single C4H6S molecule.

The geometry in XYZ format:
```
11
Properties=species:S:1:pos:R:3
C 1.75 1.47 0.70
C 0.52 1.07 0.23
C -0.08 -0.24 -0.07
C 0.93 -1.29 -0.33
S -1.67 -0.43 -0.23
H 2.66 0.81 0.92
H 2.08 2.50 0.66
H -0.22 1.91 0.09
H 1.87 -0.82 -0.86
H 0.41 -2.04 -0.87
H 1.31 -1.48 0.63
```

Calculated values
Orbital gap = 8.1 eV
SMILES = C=CC(C)=S


Name the most stable of them. b.


a | ORCA calculation (ωB97M-V/def2-TZVPD) on an isolated ion of composition C7H14N3 and charge +1.

The geometry in XYZ format:
```
24
Properties=species:S:1:pos:R:3
C 0.27 2.03 -0.78
N -0.07 0.75 -1.34
N -1.52 0.73 -1.68
C -2.15 -0.32 -0.79
C -1.26 -1.11 -0.23
C 0.15 -0.62 -0.29
N 1.15 -1.39 -0.90
C 0.39 -0.14 1.11
C 0.59 -1.20 2.11
C 1.69 -0.25 1.87
H 1.26 2.24 -0.44
H 0.14 2.81 -1.67
H -0.51 2.36 -0.04
H -1.67 0.44 -2.67
H -1.89 1.67 -1.40
H -3.20 -0.37 -0.89
H -1.30 -1.86 0.52
H 0.92 -2.13 -1.67
H 2.09 -0.90 -1.06
H -0.15 0.73 1.60
H 0.62 -2.17 1.73
H 0.02 -1.03 2.96
H 1.93 0.53 2.64
H 2.50 -0.81 1.29
```

Calculated values
Net charge = +1
Orbital gap = 10.1 eV
SMILES = CN1[NH2+]C=C[C@]1(N)C1CC1


b | ORCA calculation (ωB97M-V/def2-TZVPD) on an isolated ion of composition C7H14N3 and charge +1.

The geometry in XYZ format:
```
24
Properties=species:S:1:pos:R:3
C -2.14 -1.19 0.45
C -2.39 0.21 0.31
C -1.17 -1.92 -0.11
C -1.49 1.07 -0.15
C 0.65 -0.29 -0.65
C 1.34 0.67 1.58
C 1.42 -0.52 0.62
N -1.39 2.32 -0.54
N 1.25 0.46 -1.65
N -0.20 -1.41 -1.10
H -2.82 -1.73 1.10
H -3.33 0.57 0.72
H -1.05 -2.97 0.11
H 1.72 1.57 1.11
H 1.94 0.47 2.46
H 0.31 0.84 1.88
H 1.02 -1.40 1.12
H 2.47 -0.70 0.38
H -2.20 2.89 -0.76
H -0.48 2.77 -0.55
H 2.24 0.63 -1.58
H 0.88 0.42 -2.58
H 0.38 -2.21 -1.42
H -0.73 -1.08 -1.92
```

Calculated values
Net charge = +1
Orbital gap (spin up / spin down) = 7.8 / 7.7 eV


c | ORCA calculation (ωB97M-V/def2-TZVPD) on an isolated ion of composition C7H14N3 and charge +1.

The geometry in XYZ format:
```
24
Properties=species:S:1:pos:R:3
C 0.54 1.21 1.21
C -2.07 -0.85 -0.71
C -1.63 0.28 -1.66
C -1.19 -0.75 0.54
C -0.11 0.16 -1.55
C 1.31 -1.02 0.39
C 0.11 -0.36 -0.15
N -0.44 1.82 1.71
N 1.88 1.14 1.20
N 2.48 0.03 0.51
H -3.20 -0.98 -0.42
H -1.80 -1.93 -1.16
H -2.05 0.13 -2.55
H -2.03 1.25 -1.19
H -1.55 0.04 1.06
H -1.12 -1.70 0.97
H 0.23 -0.59 -2.17
H 0.32 1.07 -1.76
H 0.98 -1.36 1.42
H 1.62 -1.86 -0.18
H -0.55 2.48 2.45
H 2.27 2.01 1.44
H 3.18 -0.52 0.97
H 2.84 0.31 -0.37
```

Calculated values
Net charge = +1
Orbital gap = 8.8 eV


d | ORCA calculation (ωB97M-V/def2-TZVPD) on an isolated ion of composition C7H14N3 and charge +1.

The geometry in XYZ format:
```
24
Properties=species:S:1:pos:R:3
C 3.57 -0.17 0.28
N 2.45 0.69 0.36
C 1.22 0.15 1.06
C 0.35 -0.40 -0.07
C -1.42 -0.26 0.38
C -2.68 0.17 0.13
C -4.15 0.05 0.28
C -3.53 0.76 -0.91
N 0.84 -0.04 -1.40
N 0.70 -1.43 -1.01
H 3.28 -1.20 0.03
H 4.11 0.11 -0.61
H 4.22 -0.19 1.18
H 2.68 1.64 0.67
H 2.05 0.65 -0.67
H 0.68 0.87 1.54
H 1.53 -0.57 1.78
H -1.36 -0.94 1.25
H -4.61 0.60 1.11
H -4.52 -1.04 0.23
H -3.53 0.17 -1.84
H -3.50 1.84 -0.96
H 0.08 0.42 -1.92
H 1.55 -1.86 -0.89
```

Calculated values
Net charge = +1
Orbital gap = 10.0 eV
SMILES = C[NH2+]CC1(C=C2CC2)NN1


Name the most stable of them. b.


a | ORCA calculation (ωB97M-V/def2-TZVPD) on a 2-piece molecular cluster, H4S2 overall.

The geometry in XYZ format:
```
6
Properties=species:S:1:pos:R:3
S 0.25 -0.04 2.07
H 0.78 0.81 1.18
H -0.98 0.36 1.72
S -0.15 -0.81 -2.06
H 0.99 -0.23 -1.69
H -0.89 -0.09 -1.21
```

Calculated values
Orbital gap = 10.3 eV
SMILES = S.S


b | ORCA calculation (ωB97M-V/def2-TZVPD) on a 2-piece molecular cluster, H4S2 overall.

The geometry in XYZ format:
```
6
Properties=species:S:1:pos:R:3
S -1.44 -0.80 0.67
H -0.47 -0.16 1.34
H -0.59 -1.73 0.21
S 0.60 1.43 -0.54
H 0.15 0.16 -0.53
H 1.74 1.09 -1.15
```

Calculated values
Orbital gap = 10.5 eV
SMILES = S.S


Name the most stable of them. a.


a | ORCA calculation (ωB97M-V/def2-TZVPD) on a 2-piece molecular cluster, C2H2O3S overall.

The geometry in XYZ format:
```
8
Properties=species:S:1:pos:R:3
C -0.13 0.95 0.13
C -0.65 0.80 1.43
O -0.32 -1.77 -1.46
O 2.04 -1.28 -0.96
O 0.16 1.18 -0.96
S 0.92 -1.02 -1.84
H -0.30 -0.03 2.08
H -1.73 1.16 1.58
```

Calculated values
Orbital gap = 8.4 eV


b | ORCA calculation (ωB97M-V/def2-TZVPD) on a 2-piece molecular cluster, C2H2O3S overall.

The geometry in XYZ format:
```
8
Properties=species:S:1:pos:R:3
C 0.44 -1.38 -0.58
C 0.11 -0.17 -0.92
O 0.77 -2.39 -0.14
O 0.05 2.17 0.94
O -0.40 0.10 2.18
S -0.78 1.00 1.12
H -1.03 0.10 -1.46
H 0.85 0.58 -1.13
```

Calculated values
Orbital gap = 9.4 eV


Name the most stable of them. b.